Record 1
10 unconnected molecules or ions with the total composition C40H57N3O21 in a non-equilibrium geometry. Source: the Open Molecules 2025 dataset; level of theory: wB97M-V/def2-TZVPD.

multiplicity: 2
HOMO-LUMO gap (alpha / beta): 7.00 / 2.96 eV
net charge: +1
E_HOMO (alpha / beta): -9.7875 / -9.7875 eV
total energy: -3302.40244 a.u.

CARTESIAN COORDINATES (ANGSTROEM)
C  0.78  0.78  0.20
C  -0.54  -0.05  -0.17
C  -0.43  -1.56  0.06
O  -1.54  -1.84  0.84
C  -2.20  -0.72  1.18
O  -3.31  -0.78  1.69
O  -1.54  0.37  0.79
H  1.06  0.62  1.24
H  0.67  1.86  0.15
H  1.67  0.50  -0.36
H  -0.70  0.17  -1.22
H  0.47  -1.88  0.59
H  -0.44  -2.10  -0.88
C  0.53  7.25  -1.95
C  -0.24  6.01  -1.41
C  0.54  5.00  -0.68
O  -0.16  4.86  0.55
C  -1.11  5.79  0.66
O  -1.89  5.85  1.68
O  -1.10  6.54  -0.43
H  1.50  6.93  -2.33
H  0.66  8.00  -1.17
H  -0.04  7.76  -2.72
H  -0.88  5.52  -2.14
H  1.58  5.30  -0.62
H  0.52  4.02  -1.17
C  -1.66  -4.91  1.87
C  -1.65  -6.42  1.53
C  -3.01  -7.04  1.57
O  -3.00  -7.89  0.53
C  -1.99  -7.65  -0.30
O  -1.82  -8.32  -1.37
O  -1.34  -6.57  0.19
H  -1.89  -4.61  2.89
H  -2.35  -4.32  1.27
H  -0.71  -4.47  1.57
H  -0.95  -6.99  2.15
H  -3.80  -6.30  1.49
H  -3.13  -7.59  2.50
C  5.84  -0.20  4.56
C  5.02  -0.37  3.28
C  4.97  -1.76  2.66
O  3.64  -1.85  2.42
C  2.94  -0.93  3.04
O  1.69  -0.91  3.24
O  3.73  0.00  3.49
H  5.90  0.85  4.88
H  6.85  -0.54  4.33
H  5.41  -0.76  5.39
H  5.53  0.37  2.67
H  5.13  -2.56  3.38
H  5.56  -1.96  1.77
C  3.65  3.15  0.24
C  3.73  2.97  1.75
C  4.53  4.08  2.47
O  3.56  4.69  3.29
C  2.37  4.06  3.18
O  1.37  4.21  3.84
O  2.43  3.15  2.18
H  3.17  2.26  -0.17
H  4.68  3.15  -0.13
H  3.08  4.02  -0.07
H  4.03  1.94  1.95
H  4.98  4.67  1.66
H  5.29  3.57  3.05
C  3.03  -4.36  -1.45
C  3.83  -3.10  -1.98
C  2.92  -2.08  -2.66
O  3.29  -0.86  -1.99
C  3.93  -1.14  -0.91
O  4.24  -0.32  -0.07
O  4.18  -2.45  -0.79
H  2.14  -4.14  -0.87
H  3.64  -4.98  -0.79
H  2.77  -5.06  -2.25
H  4.72  -3.33  -2.56
H  1.85  -2.29  -2.59
H  3.23  -2.04  -3.71
C  -3.96  -3.86  -1.16
C  -3.72  -3.44  -2.60
C  -4.32  -2.14  -3.08
O  -3.30  -1.55  -3.91
C  -2.13  -2.30  -3.71
O  -1.07  -1.97  -4.22
O  -2.33  -3.29  -2.84
H  -5.04  -3.92  -1.01
H  -3.75  -3.18  -0.34
H  -3.37  -4.75  -0.93
H  -4.05  -4.24  -3.26
H  -4.61  -1.55  -2.21
H  -5.19  -2.36  -3.69
N  -5.02  -0.55  4.00
C  -6.22  -0.03  3.59
C  -7.09  0.08  4.73
C  -6.35  -0.41  5.76
C  -5.10  -0.78  5.33
H  -4.20  -0.72  3.43
H  -6.30  0.39  2.60
H  -8.12  0.42  4.71
H  -6.78  -0.55  6.74
H  -4.31  -1.36  5.79
N  -3.55  2.92  -4.30
C  -3.09  3.66  -3.20
C  -2.71  2.81  -2.19
C  -3.01  1.50  -2.65
C  -3.57  1.58  -3.91
H  -3.74  3.34  -5.20
H  -3.00  4.73  -3.28
H  -2.31  3.06  -1.22
H  -2.91  0.62  -2.03
H  -3.94  0.84  -4.60
N  2.83  3.33  -3.62
C  1.57  3.75  -3.92
C  0.74  2.65  -3.65
C  1.48  1.64  -3.21
C  2.77  2.03  -3.11
H  3.66  3.82  -3.91
H  1.38  4.76  -4.24
H  -0.33  2.61  -3.78
H  1.04  0.70  -2.91
H  3.63  1.44  -2.81

Here are the Mulliken charges for atoms 1 to 6, given in e: -0.838 1.772 -0.391 0.059 0.353 -0.937



Record 2
9 unconnected molecules or ions with the total composition H18O9. Source: the Open Molecules 2025 dataset; level of theory: wB97M-V/def2-TZVPD.

HOMO-LUMO gap: 11.22 eV
net charge: 0
E_HOMO: -11.4666 eV
total energy: -687.91264 a.u.
ΔE to the lowest compared entry with this formula, charge and spin: 297.1 kJ/mol
structure (SMILES): O.O.O.O.O.O.O.O.O

CARTESIAN COORDINATES (ANGSTROEM)
O  0.90  0.39  -0.63
H  0.40  0.73  -1.38
H  0.30  -0.24  -0.21
O  0.79  -1.90  -2.12
H  1.26  -1.27  -1.56
H  0.14  -2.29  -1.53
O  1.96  -0.14  3.75
H  2.22  0.14  2.87
H  1.32  0.53  4.03
O  -0.90  3.75  2.16
H  -0.39  3.98  1.37
H  -1.00  2.79  2.11
O  -1.16  -2.21  0.67
H  -0.42  -2.73  0.33
H  -1.13  -2.34  1.62
O  2.64  2.13  -3.38
H  3.10  2.73  -2.79
H  2.16  1.53  -2.80
O  0.09  -4.98  -0.57
H  0.70  -5.69  -0.34
H  -0.06  -4.51  0.26
O  -2.95  -0.34  1.85
H  -3.34  0.20  1.16
H  -2.47  -1.03  1.38
O  -1.40  3.36  -1.72
H  -0.76  4.04  -1.94
H  -1.64  2.98  -2.57

Here are the Mulliken charges for atoms 1 to 6, given in e: -0.714 0.370 0.310 -0.617 0.391 0.303



Record 3
2 unconnected molecules or ions with the total composition C5H14 in a non-equilibrium geometry. Source: the Open Molecules 2025 dataset; level of theory: wB97M-V/def2-TZVPD.

multiplicity: 2
HOMO-LUMO gap (alpha / beta): 12.77 / 4.10 eV
net charge: +1
E_HOMO (alpha / beta): -15.7385 / -15.1950 eV
total energy: -198.43576 a.u.
ΔE to the lowest compared entry with this formula, charge and spin: 134.4 kJ/mol

CARTESIAN COORDINATES (ANGSTROEM)
C  1.33  -0.15  -0.74
C  2.59  0.61  -1.24
C  1.56  -0.47  0.74
H  0.44  0.45  -0.68
H  1.01  -1.02  -1.42
H  3.41  0.83  -0.53
H  1.53  0.65  1.09
H  0.66  -0.91  1.27
H  2.32  1.65  -1.57
H  3.06  0.12  -2.14
H  2.40  -0.87  1.10
C  -1.93  -0.54  0.34
C  -3.19  0.24  0.71
H  -2.10  -1.64  0.54
H  -1.54  -0.40  -0.66
H  -1.05  -0.10  0.86
H  -3.69  -0.07  1.56
H  -2.93  1.29  0.93
H  -3.87  0.33  -0.17

Here are the Mulliken charges for atoms 1 to 6, given in e: 0.062 -0.978 -1.006 0.227 0.417 0.372



Record 4
A molecular structure, C29H26F6MgN3O6S2Sb in a non-equilibrium geometry. Source: the Open Molecules 2025 dataset; level of theory: wB97M-V/def2-TZVPD.

HOMO-LUMO gap: 8.92 eV
net charge: 0
E_HOMO: -8.7079 eV
total energy: -3572.25186 a.u.
ΔE to the lowest compared entry with this formula, charge and spin: 161.1 kJ/mol

CARTESIAN COORDINATES (ANGSTROEM)
Mg  1.90  1.32  -0.48
O  0.76  1.93  -1.84
N  0.76  1.19  -2.89
N  1.62  0.28  -2.87
O  2.44  0.15  -1.87
C  1.63  -0.73  -3.85
C  2.66  -1.66  -3.83
C  2.62  -2.74  -4.69
C  1.55  -2.90  -5.56
C  0.55  -1.94  -5.61
C  0.58  -0.85  -4.76
H  3.45  -1.53  -3.11
H  3.41  -3.47  -4.67
H  1.50  -3.76  -6.20
H  -0.27  -2.05  -6.31
H  -0.20  -0.11  -4.77
F  3.52  0.39  4.38
C  2.75  0.52  3.31
F  2.05  1.65  3.43
F  1.86  -0.48  3.30
S  3.74  0.59  1.70
O  2.74  0.17  0.75
O  4.86  -0.26  1.87
N  4.11  2.11  1.62
S  3.22  2.90  0.61
O  3.53  2.63  -0.75
O  1.82  2.81  0.90
C  3.62  4.70  0.90
F  3.35  5.05  2.16
F  4.88  5.02  0.64
F  2.83  5.40  0.09
C  -1.12  1.82  4.03
C  -2.27  1.02  3.49
C  -3.46  0.92  4.21
C  -4.52  0.16  3.75
C  -4.40  -0.53  2.56
C  -3.22  -0.44  1.84
C  -2.16  0.32  2.29
Sb  -0.34  0.26  1.05
C  -0.37  -1.91  1.21
C  -0.86  -2.46  2.39
C  -0.90  -3.83  2.59
C  -0.47  -4.68  1.59
C  0.07  -4.15  0.43
C  0.16  -2.77  0.25
C  0.88  -2.24  -0.95
C  -1.64  0.57  -0.65
C  -2.11  -0.49  -1.42
C  -2.81  -0.27  -2.59
C  -3.07  1.03  -3.00
C  -2.66  2.09  -2.20
C  -1.96  1.88  -1.02
C  -1.55  3.05  -0.18
H  -1.46  2.51  4.80
H  -0.64  2.39  3.24
H  -0.38  1.15  4.47
H  -3.55  1.45  5.15
H  -5.43  0.09  4.33
H  -5.21  -1.14  2.19
H  -3.12  -0.99  0.91
H  -1.22  -1.80  3.16
H  -1.28  -4.22  3.52
H  -0.52  -5.75  1.72
H  0.42  -4.81  -0.34
H  1.07  -3.03  -1.68
H  1.83  -1.82  -0.64
H  0.31  -1.45  -1.44
H  -1.92  -1.51  -1.10
H  -3.16  -1.10  -3.19
H  -3.59  1.22  -3.92
H  -2.88  3.10  -2.51
H  -1.99  3.97  -0.56
H  -0.46  3.16  -0.19
H  -1.88  2.90  0.85

Here are the Mulliken charges for atoms 1 to 6, given in e: 2.292 -0.357 -1.002 1.230 -0.531 0.186



Record 5
A molecular structure, C23H38BBrNiO4. Source: the Open Molecules 2025 dataset; level of theory: wB97M-V/def2-TZVPD.

multiplicity: 3
HOMO-LUMO gap (alpha / beta): 7.76 / 7.39 eV
net charge: 0
E_HOMO (alpha / beta): -7.3974 / -7.5000 eV
total energy: -5307.40183 a.u.

CARTESIAN COORDINATES (ANGSTROEM)
Ni  1.39  0.24  1.33
C  -5.30  3.56  1.65
C  -5.18  2.56  0.50
C  -5.44  3.31  -0.82
C  -6.25  1.48  0.69
C  -3.80  1.92  0.44
C  -2.76  2.28  1.28
C  -1.54  1.64  1.15
Br  -0.14  2.18  2.34
C  -1.25  0.63  0.23
O  -0.07  0.06  0.17
C  -2.30  0.28  -0.65
C  -3.52  0.93  -0.50
C  -2.21  -0.78  -1.77
C  -3.21  -1.90  -1.47
C  -2.57  -0.12  -3.11
C  -0.83  -1.43  -1.96
H  -6.31  3.97  1.66
H  -4.61  4.39  1.54
H  -5.12  3.08  2.61
H  -6.44  3.76  -0.81
H  -5.39  2.63  -1.68
H  -4.70  4.09  -0.97
H  -7.24  1.93  0.75
H  -6.07  0.91  1.60
H  -6.26  0.77  -0.14
H  -2.88  3.04  2.04
H  -4.32  0.63  -1.17
H  -4.24  -1.53  -1.41
H  -2.97  -2.39  -0.52
H  -3.17  -2.65  -2.26
H  -3.57  0.31  -3.10
H  -2.53  -0.86  -3.91
H  -1.87  0.68  -3.35
H  -0.50  -1.97  -1.08
H  -0.06  -0.69  -2.19
H  -0.91  -2.12  -2.80
C  5.94  -1.08  -0.30
C  4.71  -0.84  -1.17
C  5.13  -0.25  -2.51
O  3.89  0.13  -0.49
B  2.87  -0.54  0.17
O  2.87  -1.88  -0.16
C  3.77  -2.08  -1.27
C  4.47  -3.42  -1.08
C  2.93  -2.10  -2.54
H  6.45  -0.12  -0.15
H  6.64  -1.77  -0.76
H  5.65  -1.47  0.68
H  5.77  0.62  -2.34
H  4.27  0.07  -3.09
H  5.69  -0.98  -3.10
H  4.95  -3.49  -0.11
H  5.22  -3.58  -1.86
H  3.73  -4.22  -1.15
H  2.39  -1.16  -2.67
H  2.19  -2.90  -2.45
H  3.53  -2.29  -3.42
C  2.47  0.90  4.98
C  2.72  -0.31  4.13
C  3.93  -1.15  4.38
O  1.97  -0.59  3.21
H  2.78  0.74  6.01
H  1.42  1.19  4.93
H  3.08  1.72  4.59
H  4.18  -1.22  5.43
H  4.76  -0.64  3.87
H  3.81  -2.13  3.92

Here are the Mulliken charges for atoms 1 to 6, given in e: 0.372 -2.177 1.981 -1.586 -1.630 -0.295



Record 6
A gas-phase ion, C7H8N3O2S (charge +1) in a non-equilibrium geometry. Source: the Open Molecules 2025 dataset; level of theory: wB97M-V/def2-TZVPD.

HOMO-LUMO gap: 8.43 eV
net charge: +1
E_HOMO: -13.5587 eV
total energy: -984.14225 a.u.
ΔE to the lowest compared entry with this formula, charge and spin: 229.6 kJ/mol
structure (SMILES): NS(=O)(=O)C=C=[NH+]c1ccccn1

CARTESIAN COORDINATES (ANGSTROEM)
N  4.48  -0.99  -0.12
S  3.55  0.35  -0.29
O  2.65  0.14  -1.36
O  4.27  1.55  -0.09
C  2.50  0.12  1.30
C  1.33  -0.21  0.94
N  0.30  -0.64  0.32
C  -0.98  -0.08  -0.02
C  -1.93  -0.92  -0.60
C  -3.21  -0.41  -0.76
C  -3.50  0.88  -0.35
C  -2.45  1.65  0.15
N  -1.24  1.17  0.28
H  4.38  -1.66  -0.86
H  5.43  -0.85  0.18
H  2.98  0.23  2.24
H  0.33  -1.63  0.05
H  -1.70  -1.93  -0.92
H  -3.98  -1.03  -1.20
H  -4.49  1.28  -0.40
H  -2.58  2.68  0.46

Here are the Mulliken charges for atoms 1 to 6, given in e: -0.454 1.096 -0.553 -0.530 -0.791 0.744



Record 7
A molecular structure, C25H29F3N2O6S3 in a non-equilibrium geometry. Source: the Open Molecules 2025 dataset; level of theory: wB97M-V/def2-TZVPD.

HOMO-LUMO gap: 5.50 eV
net charge: 0
E_HOMO: -6.2131 eV
total energy: -3024.94585 a.u.
ΔE to the lowest compared entry with this formula, charge and spin: 309.7 kJ/mol

CARTESIAN COORDINATES (ANGSTROEM)
C  1.45  3.05  -5.02
O  1.51  3.51  -3.66
C  2.01  2.60  -2.82
O  2.55  1.58  -3.22
C  1.81  3.00  -1.37
C  2.51  4.34  -1.10
C  3.86  3.96  -0.52
C  3.69  2.55  0.07
N  2.47  2.01  -0.52
C  2.06  0.78  -0.30
C  0.80  0.25  -0.86
C  1.06  -1.00  -1.72
C  2.53  -1.42  -1.69
C  3.08  -1.50  -0.27
C  2.92  -0.16  0.47
H  0.68  2.26  -5.10
H  1.17  3.92  -5.61
H  2.42  2.64  -5.32
H  0.72  3.05  -1.21
H  2.57  4.96  -2.00
H  1.92  4.89  -0.36
H  4.63  3.93  -1.30
H  4.19  4.66  0.25
H  4.57  1.92  -0.17
H  3.60  2.60  1.17
H  0.34  1.25  -1.39
H  0.40  -1.83  -1.45
H  0.82  -0.74  -2.76
H  2.63  -2.39  -2.19
H  3.09  -0.68  -2.28
H  2.54  -2.27  0.30
H  4.14  -1.80  -0.29
H  3.91  0.25  0.69
H  2.43  -0.36  1.44
F  -1.45  3.53  -2.48
C  -1.71  2.35  -1.85
F  -1.54  2.55  -0.50
F  -3.02  2.04  -2.07
S  -0.64  1.02  -2.46
N  -1.56  -0.58  2.20
S  -1.41  -0.28  3.82
C  -2.64  -1.41  4.48
C  -3.89  -0.92  4.85
C  -4.87  -1.80  5.30
C  -4.59  -3.18  5.38
C  -3.32  -3.65  5.03
C  -2.34  -2.77  4.58
O  -0.12  -0.70  4.31
O  -1.91  1.04  4.06
S  -0.60  -1.13  1.13
C  -1.60  -2.01  -0.03
C  -1.54  -3.42  -0.04
C  -2.19  -4.12  -1.06
C  -2.88  -3.42  -2.06
C  -2.99  -2.03  -1.99
C  -2.39  -1.32  -0.95
O  -0.18  0.13  0.28
O  0.53  -1.95  1.52
H  -4.09  0.15  4.77
H  -5.85  -1.42  5.59
H  -5.37  -3.87  5.70
H  -3.09  -4.72  5.11
H  -1.35  -3.12  4.30
H  -0.98  -3.93  0.74
H  -2.14  -5.21  -1.07
H  -3.34  -3.97  -2.88
H  -3.54  -1.47  -2.75
H  -2.49  -0.24  -0.88

Here are the Mulliken charges for atoms 1 to 6, given in e: -0.688 -0.325 0.928 -0.640 0.356 -0.883



Record 8
C2H4ClNO3S in the gas phase in a non-equilibrium geometry. Source: the Open Molecules 2025 dataset; level of theory: wB97M-V/def2-TZVPD.

HOMO-LUMO gap: 11.13 eV
net charge: 0
E_HOMO: -10.8138 eV
total energy: -1217.41795 a.u.
ΔE to the lowest compared entry with this formula, charge and spin: 69.8 kJ/mol
structure (SMILES): [H]/N=C(\C)OS(=O)(=O)Cl

CARTESIAN COORDINATES (ANGSTROEM)
H  -2.15  0.47  1.61
N  -1.93  -0.44  1.19
C  -1.06  -0.63  0.34
C  0.06  0.12  -0.27
O  -1.04  -2.02  -0.07
S  -1.56  -2.23  -1.60
O  -2.60  -3.22  -1.66
O  -1.69  -0.94  -2.20
Cl  0.06  -3.11  -2.29
H  -0.37  0.96  -0.72
H  0.38  -0.57  -1.01
H  0.77  0.48  0.47

Here are the Mulliken charges for atoms 1 to 6, given in e: 0.249 -0.588 0.569 -0.687 -0.275 1.021